DFT (wB97M-V/def2-TZVPD) results for the molecule O3S2 at a distorted geometry.

Atoms and positions in Å:
O -2.374 -0.789 -0.202
O 0.225 0.604 -0.046
O 2.255 -0.830 0.212
S -1.879 0.525 0.145
S 1.773 0.489 -0.109

Force components x, y, z for each atom (eV/Å):
-0.5 -1.5 -0.2
4.9 0.2 -0.4
0.1 0.8 -0.4
0.1 1.4 0.3
-4.6 -1.0 0.7

Calculated values
Molecular weight in Da: 112.13
Energy above the lowest of the compared OMol25 structures with the same formula, charge and spin in eV: 1.369
E_LUMO (alpha / beta) in eV: -2.51 / -2.32
Multiplicity: 1

Partial charges, natural (NBO), in e: -0.79, -0.88, -0.78, 0.84, 1.59